{"formula": "C30H62BN5O14S2", "method": "wB97M-V/def2-TZVPD", "elements": ["C", "S", "O", "O", "C", "C", "O", "C", "C", "C", "C", "O", "N", "C", "S", "O", "C", "C", "C", "C", "C", "N", "C", "N", "N", "B", "N", "O", "H", "H", "H", "H", "H", "H", "H", "H", "H", "H", "H", "H", "H", "H", "H", "H", "H", "H", "H", "H", "H", "H", "H", "H", "H", "H", "H", "H", "H", "H", "O", "C", "O", "C", "C", "C", "H", "H", "H", "H", "H", "H", "H", "H", "O", "C", "O", "C", "C", "C", "H", "H", "H", "H", "H", "H", "H", "H", "O", "C", "O", "C", "C", "C", "H", "H", "H", "H", "H", "H", "H", "H", "O", "C", "O", "C", "C", "C", "H", "H", "H", "H", "H", "H", "H", "H"], "coordinates": [[2.072, 1.116, -3.188], [0.901, 2.347, -2.571], [-0.267, 2.266, -3.445], [1.409, 3.703, -2.682], [0.271, 2.042, -0.869], [-0.639, 3.302, -0.557], [-1.592, 3.111, 0.469], [-2.723, 2.303, 0.213], [-3.913, 3.016, 0.936], [-5.215, 2.182, 1.028], [-5.110, 1.190, 2.225], [-5.609, -0.103, 1.885], [-2.968, 1.930, -1.193], [-3.632, 2.678, -1.805], [-4.490, 3.855, -2.441], [1.206, 2.020, 0.155], [1.938, 0.799, 0.350], [1.095, -0.485, 0.722], [1.223, -1.453, -0.536], [0.290, -2.722, -0.525], [-0.823, -2.572, -1.623], [-2.028, -1.920, -1.043], [-3.007, -2.063, -2.077], [-2.966, -1.396, -3.133], [-4.043, -3.027, -1.904], [2.910, 1.091, 1.619], [4.247, 0.500, 1.795], [2.407, 1.989, 2.537], [1.982, 0.944, -4.274], [3.094, 1.520, -3.031], [2.039, 0.143, -2.677], [-0.406, 1.166, -0.912], [0.077, 4.043, -0.149], [-1.027, 3.765, -1.481], [-2.571, 1.347, 0.763], [-3.564, 3.152, 1.984], [-4.067, 4.043, 0.556], [-6.070, 2.857, 1.237], [-5.464, 1.671, 0.076], [-4.024, 1.085, 2.455], [-5.607, 1.591, 3.128], [-5.364, -0.660, 2.633], [2.615, 0.509, -0.478], [1.659, -1.016, 1.522], [0.054, -0.286, 1.018], [0.904, -0.833, -1.398], [2.267, -1.803, -0.641], [0.859, -3.643, -0.764], [-0.164, -2.838, 0.475], [-1.117, -3.576, -2.010], [-0.470, -1.998, -2.495], [-2.300, -2.480, -0.238], [-3.745, -1.656, -3.735], [-4.947, -2.576, -1.893], [-3.920, -3.530, -1.032], [4.819, 0.778, 0.995], [4.152, -0.513, 1.796], [3.075, 2.064, 3.241], [-3.244, -4.402, 0.699], [-4.067, -5.122, 1.197], [-4.572, -4.812, 2.398], [-5.678, -5.494, 3.003], [-5.226, -6.742, 3.731], [-4.484, -6.404, 0.528], [-6.460, -5.698, 2.270], [-6.104, -4.794, 3.721], [-4.774, -7.465, 3.050], [-6.066, -7.220, 4.236], [-4.466, -6.493, 4.473], [-3.754, -7.178, 0.761], [-4.498, -6.240, -0.549], [-5.479, -6.746, 0.802], [6.123, 3.043, 4.617], [5.372, 3.554, 5.392], [4.057, 3.609, 5.108], [3.050, 4.032, 6.032], [2.912, 5.540, 6.046], [5.879, 4.209, 6.653], [3.234, 3.620, 7.026], [2.118, 3.589, 5.681], [3.831, 6.026, 6.373], [2.102, 5.847, 6.708], [2.701, 5.909, 5.041], [6.222, 5.215, 6.415], [6.718, 3.626, 7.027], [5.148, 4.252, 7.457], [6.469, 0.705, -0.163], [7.520, 0.143, -0.036], [7.545, -1.110, 0.440], [8.716, -1.932, 0.468], [9.557, -1.655, 1.696], [8.818, 0.848, -0.329], [9.284, -1.833, -0.459], [8.358, -2.961, 0.501], [9.921, -0.627, 1.712], [10.415, -2.327, 1.737], [8.962, -1.791, 2.600], [9.099, 1.444, 0.539], [8.665, 1.508, -1.180], [9.635, 0.182, -0.595], [-5.170, -1.554, -9.109], [-4.801, -0.672, -8.388], [-3.488, -0.440, -8.239], [-2.951, 0.693, -7.546], [-2.882, 0.449, -6.054], [-5.786, 0.138, -7.582], [-3.504, 1.601, -7.796], [-1.942, 0.831, -7.935], [-3.872, 0.287, -5.626], [-2.418, 1.295, -5.545], [-2.299, -0.448, -5.842], [-6.040, -0.414, -6.677], [-6.685, 0.277, -8.179], [-5.433, 1.132, -7.316]], "mulliken_charge": [-0.9078, 1.3708, -0.6432, -0.7559, 1.1933, -1.4236, -0.3929, 0.8197, -1.4422, -0.4807, -0.3865, -0.5085, -0.1223, 0.3513, -0.3100, -0.4284, 0.2814, -0.7347, 0.4319, -0.9201, -0.9343, 0.0833, -0.1128, -0.3415, -0.5731, 0.4866, -0.4149, -0.5545, 0.3654, 0.3918, 0.2205, -0.2701, 0.3474, 0.4479, -0.2000, 0.5642, 0.3531, 0.3528, 0.3034, 0.2610, 0.3058, 0.2887, -0.0933, 0.4721, 0.1432, -0.4842, 0.3095, 0.2877, 0.4419, 0.5172, 0.4219, 0.2759, 0.1941, 0.3126, 0.2956, 0.2908, 0.2339, 0.2192, -0.7031, 0.7729, -0.3388, -0.4156, -0.9660, -1.0188, 0.3561, 0.3188, 0.2749, 0.3605, 0.3046, 0.2777, 0.3303, 0.3687, -0.5479, 0.8035, -0.3576, -0.3591, -1.0641, -1.0599, 0.3472, 0.3466, 0.2756, 0.3714, 0.3280, 0.2595, 0.3017, 0.3429, -0.6514, 0.8548, -0.3946, -0.4118, -0.9911, -1.1116, 0.3749, 0.3183, 0.2773, 0.3682, 0.3099, 0.2587, 0.3362, 0.3517, -0.5696, 0.7308, -0.3675, -0.6384, -0.5798, -0.8830, 0.4045, 0.3193, 0.1468, 0.2649, 0.3209, 0.2178, 0.3089, 0.3253], "homo_ev": -8.7, "total_energy_ev": -90576.5793, "orbital_gap_ev": 9.043, "smiles": "[H]/N=C(\\N)NCCCC[C@@H](O[C@@H](CO[C@@H](CCCO)N=C=S)S(C)(=O)=O)B(N)O.CCOC(C)=O.CCOC(C)=O.CCOC(C)=O.CCOC(C)=O", "e_lumo_ha": 0.0125}